ORCA calculation (ωB97M-V with the def2-TZVPD basis set) on CHLiO3Yb as an isolated structure in a non-equilibrium geometry.

For the lowest unoccupied orbital energy, the calculation gives -9.583 eV. The calculation puts the frontier orbital gap at 0.31945 Eh. The HOMO energy comes out at -18.276 eV. The value obtained for the max |F| is 12.80 eV Å⁻¹. As for the charge: +2. Its molecular weight is 241.0 g/mol.

```
7
Properties=species:S:1:pos:R:3:forces:R:3:lowdin_charge:R:1
O -1.02640 -0.62982 -1.10614 0.46 1.03 -0.51 -0.0314
C 0.17559 -0.72947 -0.90222 0.37 -2.93 2.37 -0.2177
H 0.66132 -1.64340 -0.57401 0.90 -1.96 -3.19 0.2011
O 0.17767 0.45265 0.90162 -6.89 7.49 7.77 -0.4093
O 0.85123 -0.12084 0.08328 6.36 -4.24 -7.40 -0.1228
Li 1.11260 1.98923 1.24535 0.86 0.23 0.41 0.8870
Yb -1.95201 0.68165 0.35212 -2.07 0.38 0.55 1.6930
```
Positions in Å, forces in eV/Å.